C5H10N2O | wB97M-V/def2-TZVPD

SMILES string	C=C(N)N(C)/C=C\O
energy above the lowest of the compared OMol25 structures with the same formula, charge and spin	3.995	eV
total charge	0
energy	-10371.3104	eV
strongest force on any atom	3.9	eV Å⁻¹
orbital gap	9.080	eV
E_HOMO	-8.39	eV

Last column: natural (NBO) charge in e.
CARTESIAN COORDINATES (ANGSTROEM)
C1 -0.67 -0.76 2.37  -0.541
C2 -0.70 -0.63 1.05  0.371
N1 -1.34 -1.18 0.03  -0.864
N2 0.33 0.69 0.51  -0.480
C3 1.66 0.16 0.22  -0.432
C4 -0.36 1.31 -0.48  -0.056
C5 -0.50 0.92 -1.80  0.003
O1 0.51 0.45 -2.62  -0.687
H1 -0.10 -0.08 2.98  0.227
H2 -1.25 -1.54 2.85  0.209
H3 -1.24 -2.19 -0.04  0.397
H4 -1.17 -0.59 -0.96  0.397
H5 2.13 -0.10 1.17  0.218
H6 2.26 0.91 -0.30  0.206
H7 1.65 -0.76 -0.39  0.158
H8 -1.23 1.84 -0.10  0.204
H9 -1.20 1.48 -2.40  0.194
H10 1.21 0.07 -2.10  0.478

H7NO3Si2 | wB97M-V/def2-TZVPD

SMILES string	O=[SiH]O[SiH2]O.N
energy above the lowest of the compared OMol25 structures with the same formula, charge and spin	2.503	eV
total charge	0
energy	-23504.2027	eV
strongest force on any atom	4.1	eV Å⁻¹
orbital gap	10.343	eV
E_HOMO	-10.19	eV

Last column: natural (NBO) charge in e.
CARTESIAN COORDINATES (ANGSTROEM)
O1 -1.80 1.87 -0.17  -1.173
Si1 -2.56 0.62 0.22  2.036
O2 -1.71 -0.78 0.17  -1.292
Si2 -0.40 -1.74 -0.04  1.766
O3 1.09 -1.17 -0.06  -1.149
H1 -3.86 0.25 0.52  -0.236
H2 -0.65 -2.87 0.83  -0.265
H3 -0.37 -2.31 -1.32  -0.271
H4 1.80 -0.57 0.25  0.560
N1 2.14 1.46 -0.12  -1.117
H5 2.49 1.80 0.78  0.367
H6 2.65 1.91 -0.98  0.392
H7 1.18 1.53 -0.09  0.382

C32H31N9O2S2V | wB97M-V/def2-TZVPD

energy above the lowest of the compared OMol25 structures with the same formula, charge and spin	0.638	eV
total charge	0
energy	-98554.3757	eV
<S²>	3.76
2S+1	4
strongest force on any atom	0.5	eV Å⁻¹
orbital gap (spin up / spin down)	6.666 / 7.233	eV
E_HOMO (spin up / spin down)	-6.39 / -7.18	eV

Last column: Mulliken spin population.
CARTESIAN COORDINATES (ANGSTROEM)
V1 0.95 0.01 -0.26  2.915
N1 3.70 2.99 -1.93  0.002
C1 3.16 1.94 -1.26  0.009
S1 2.37 0.70 -2.20  -0.016
N2 3.34 1.93 0.05  -0.013
N3 2.75 0.82 0.57  -0.009
C2 3.27 0.28 1.61  0.045
C3 4.42 0.86 2.35  -0.011
C4 4.30 2.11 2.95  0.004
C5 5.36 2.64 3.65  -0.001
C6 6.56 1.94 3.76  0.002
C7 6.68 0.70 3.16  -0.001
C8 5.62 0.16 2.46  0.008
C9 2.70 -1.04 1.96  0.035
C10 3.03 -1.71 3.14  -0.008
C11 2.52 -2.98 3.35  0.019
C12 1.70 -3.54 2.38  0.004
C13 1.39 -2.78 1.26  0.027
N4 1.86 -1.56 1.05  0.020
H1 3.40 3.14 -2.88  0.001
H2 4.02 3.77 -1.39  -0.001
H3 3.36 2.65 2.85  0.000
H4 5.26 3.61 4.12  0.000
H5 7.39 2.37 4.30  0.000
H6 7.62 0.16 3.23  0.000
H7 5.71 -0.81 1.98  0.001
H8 3.67 -1.23 3.86  0.000
H9 2.76 -3.52 4.25  0.002
H10 1.30 -4.54 2.48  0.000
H11 0.72 -3.17 0.51  0.006
N5 -2.35 0.63 1.61  0.003
C14 -1.43 1.58 1.84  0.020
S2 0.15 1.17 2.24  -0.008
N6 -1.81 2.87 1.75  0.002
C15 -3.05 3.34 1.24  0.000
C16 -3.05 4.18 0.14  0.000
C17 -4.25 4.66 -0.36  0.001
C18 -5.45 4.28 0.23  0.000
C19 -5.44 3.44 1.33  0.000
C20 -4.25 2.97 1.85  0.000
H12 -1.92 -0.27 1.45  -0.002
H13 -3.13 0.85 0.99  0.000
H14 -1.03 3.51 1.77  0.001
H15 -2.11 4.44 -0.33  -0.001
H16 -4.25 5.31 -1.22  0.000
H17 -6.39 4.65 -0.18  0.000
H18 -6.37 3.15 1.79  0.000
H19 -4.23 2.33 2.72  0.000
C21 -2.78 -3.94 -3.23  0.001
N7 -2.81 -2.92 -2.20  0.001
N8 -1.59 -2.38 -1.81  -0.012
C22 -1.67 -1.97 -0.51  -0.011
O1 -0.80 -1.30 0.08  -0.128
C23 -2.94 -2.44 -0.03  0.002
C24 -3.58 -3.02 -1.08  0.001
C25 -4.91 -3.69 -1.12  0.000
C26 -0.70 -1.89 -2.82  -0.008
C27 0.56 -2.45 -2.94  0.094
C28 1.42 -1.98 -3.92  -0.010
C29 1.00 -0.97 -4.78  -0.001
C30 -0.26 -0.42 -4.65  0.000
C31 -1.12 -0.87 -3.66  0.018
H20 -2.21 -3.57 -4.08  -0.001
H21 -3.80 -4.13 -3.56  0.000
H22 -2.34 -4.87 -2.87  0.000
H23 -3.31 -2.28 0.97  0.000
H24 -5.40 -3.58 -0.15  0.000
H25 -4.81 -4.75 -1.34  0.000
H26 -5.55 -3.24 -1.88  0.000
H27 0.87 -3.23 -2.26  -0.011
H28 2.41 -2.39 -4.00  -0.001
H29 1.68 -0.60 -5.53  -0.001
H30 -0.57 0.39 -5.29  0.000
H31 -2.10 -0.42 -3.52  0.002
O2 -2.92 1.38 -1.58  0.019
C32 -1.73 1.31 -1.34  0.036
N9 -0.58 1.22 -1.09  -0.043

C4H2Si | wB97M-V/def2-TZVPD

energy above the lowest of the compared OMol25 structures with the same formula, charge and spin	0.668	eV
total charge	0
energy	-12047.1656	eV
<S²>	2.16
2S+1	3
strongest force on any atom	2.5	eV Å⁻¹
orbital gap (spin up / spin down)	6.311 / 6.788	eV
E_HOMO (spin up / spin down)	-8.82 / -8.99	eV

Last column: Mulliken spin population.
CARTESIAN COORDINATES (ANGSTROEM)
C1 -0.49 -0.08 1.00  0.455
C2 -0.25 0.89 1.74  -0.019
C3 0.86 -0.17 -1.95  1.214
C4 -0.46 1.57 2.81  0.412
Si1 -0.12 -0.75 -0.63  -0.094
H1 1.73 0.41 -2.26  0.038
H2 -1.25 -1.87 -0.70  -0.008

C18H42Cl8F6N3O6 | wB97M-V/def2-TZVPD

total charge	+2
energy	-152568.1376	eV
<S²>	0.76
2S+1	2
strongest force on any atom	5.7	eV Å⁻¹
orbital gap (spin up / spin down)	7.374 / 4.568	eV
E_HOMO (spin up / spin down)	-14.06 / -14.06	eV

Last column: Mulliken spin population.
CARTESIAN COORDINATES (ANGSTROEM)
N1 1.38 0.31 2.74  -0.001
H1 1.63 -0.66 2.63  0.000
H2 2.15 0.81 3.17  -0.001
H3 0.61 0.38 3.40  0.000
H4 1.18 0.64 1.81  -0.001
N2 3.60 -0.30 -0.61  0.004
H5 4.35 0.08 -1.16  -0.002
H6 3.19 -0.95 -1.26  0.000
H7 2.78 0.24 -0.38  0.008
H8 3.88 -0.80 0.22  -0.001
N3 1.12 -4.34 -0.66  0.001
H9 1.67 -5.00 -1.18  0.000
H10 1.03 -3.46 -1.15  -0.007
H11 1.51 -4.17 0.25  0.001
H12 0.20 -4.75 -0.60  0.001
O1 1.16 0.93 0.05  0.299
C1 0.18 0.02 -0.38  0.092
C2 0.39 -0.97 -1.69  0.074
O2 1.47 -1.91 -1.84  0.533
H13 -0.81 0.48 -0.43  -0.014
H14 0.01 -0.63 0.48  0.011
H15 0.20 -0.48 -2.64  -0.006
H16 -0.43 -1.69 -1.67  0.003
C3 -3.00 2.94 2.01  0.000
C4 -2.12 1.83 2.50  -0.004
O3 -2.75 1.21 3.62  0.000
C5 -1.97 0.64 4.61  0.000
O4 -0.71 0.59 4.58  0.000
C6 -2.76 0.02 5.72  0.000
F1 -3.39 -0.99 5.11  0.000
F2 -2.06 -0.46 6.75  0.000
F3 -3.64 0.88 6.13  0.000
H17 -3.41 3.48 2.87  0.000
H18 -3.92 2.47 1.65  0.000
H19 -2.78 3.63 1.19  0.000
H20 -1.19 2.35 2.76  0.000
H21 -1.87 1.09 1.73  0.005
C7 -3.51 -2.51 1.73  0.000
C8 -2.01 -2.86 1.53  -0.004
O5 -1.45 -3.91 2.43  0.001
C9 -1.00 -3.67 3.70  0.000
O6 -1.11 -2.62 4.28  0.000
C10 -0.32 -4.92 4.35  0.000
F4 0.97 -4.71 4.64  0.000
F5 -1.01 -5.25 5.39  0.000
F6 -0.37 -6.02 3.53  0.000
H22 -3.57 -2.00 2.69  0.000
H23 -4.13 -3.40 1.79  0.000
H24 -3.92 -1.86 0.96  0.000
H25 -1.43 -1.94 1.57  0.013
H26 -1.84 -3.27 0.54  -0.001
Cl1 -0.50 5.71 1.91  0.000
C11 0.80 4.55 1.55  0.000
C12 0.75 4.36 0.01  -0.002
Cl2 1.09 5.96 -0.79  0.000
H27 0.62 3.63 2.11  -0.001
H28 1.74 5.05 1.77  0.000
H29 -0.23 3.98 -0.29  0.001
H30 1.52 3.68 -0.34  0.000
Cl3 -2.48 0.06 -4.54  0.001
C13 -3.33 1.46 -3.77  0.000
C14 -2.46 1.97 -2.64  0.000
Cl4 -3.02 3.47 -1.89  0.000
H31 -4.33 1.19 -3.44  0.000
H32 -3.36 2.30 -4.47  0.000
H33 -1.47 2.23 -3.03  0.000
H34 -2.47 1.18 -1.89  -0.001
Cl5 4.77 0.41 -5.46  0.000
C15 4.52 -1.32 -5.32  0.000
C16 3.99 -1.67 -3.93  0.006
Cl6 5.20 -1.49 -2.71  0.000
H35 5.52 -1.74 -5.42  0.000
H36 3.92 -1.62 -6.17  0.000
H37 3.78 -2.73 -3.84  0.000
H38 3.02 -1.22 -3.71  -0.006
Cl7 1.62 3.97 -3.60  0.000
C17 1.62 2.17 -3.41  0.001
C18 0.89 1.65 -4.68  0.002
Cl8 1.79 1.97 -6.12  0.000
H39 0.96 1.83 -2.61  -0.002
H40 2.63 1.76 -3.36  0.000
H41 -0.05 2.19 -4.79  0.000
H42 0.75 0.58 -4.59  -0.002

C7H14O | wB97M-V/def2-TZVPD

SMILES string	C=CCC.C=CCO
energy above the lowest of the compared OMol25 structures with the same formula, charge and spin	2.178	eV
total charge	0
energy	-9531.5890	eV
strongest force on any atom	2.0	eV Å⁻¹
orbital gap	10.371	eV
E_HOMO	-9.44	eV

Last column: natural (NBO) charge in e.
CARTESIAN COORDINATES (ANGSTROEM)
C1 1.15 -2.03 0.29  -0.396
C2 0.02 -1.57 -0.30  -0.179
C3 -0.05 -1.13 -1.74  -0.443
C4 -1.15 -1.86 -2.51  -0.600
H1 1.15 -2.33 1.31  0.202
H2 2.08 -2.09 -0.25  0.188
H3 -0.90 -1.48 0.28  0.199
H4 -0.23 -0.02 -1.75  0.206
H5 0.93 -1.30 -2.21  0.204
H6 -2.13 -1.71 -2.03  0.202
H7 -1.24 -1.47 -3.53  0.210
H8 -0.95 -2.94 -2.54  0.209
C5 -1.31 2.23 0.73  -0.382
C6 -0.12 1.62 0.89  -0.197
C7 0.94 2.16 1.80  -0.101
O1 1.07 1.20 2.87  -0.721
H9 -2.12 1.82 0.13  0.198
H10 -1.55 3.20 1.26  0.192
H11 0.11 0.72 0.35  0.212
H12 1.88 2.26 1.27  0.171
H13 0.64 3.18 2.19  0.160
H14 1.77 1.52 3.47  0.467

C25H48GeN5S4SbSi3V | wB97M-V/def2-TZVPD

energy above the lowest of the compared OMol25 structures with the same formula, charge and spin	0.000	eV
total charge	-2
energy	-189876.0993	eV
<S²>	3.83
2S+1	4
strongest force on any atom	0.4	eV Å⁻¹
orbital gap (spin up / spin down)	5.305 / 5.929	eV
E_HOMO (spin up / spin down)	-1.46 / -2.09	eV

Last column: Mulliken spin population.
CARTESIAN COORDINATES (ANGSTROEM)
V1 0.95 -1.01 1.13  2.039
S1 -1.51 -4.83 4.28  0.286
Sb1 0.27 -4.04 3.07  0.324
S2 2.55 -0.58 2.78  -0.047
S3 -0.72 -2.67 1.30  0.105
S4 1.56 -5.59 1.94  0.265
C1 4.18 0.11 0.10  0.068
C2 4.18 -1.34 0.60  -0.015
C3 5.43 -1.55 1.48  -0.006
C4 4.27 -2.28 -0.60  -0.012
C5 2.93 -1.66 1.42  -0.098
H1 5.08 0.32 -0.47  0.003
H2 4.12 0.80 0.94  -0.007
H3 3.31 0.28 -0.54  -0.002
H4 6.35 -1.35 0.92  -0.002
H5 5.46 -2.59 1.83  0.000
H6 5.39 -0.90 2.35  0.002
H7 5.22 -2.16 -1.12  0.000
H8 3.46 -2.07 -1.30  0.013
H9 4.18 -3.32 -0.27  0.001
H10 2.91 -2.73 1.69  0.041
C6 0.91 -3.54 -1.47  0.023
C7 0.82 -2.10 -1.86  0.104
N1 0.81 -1.05 -1.07  -0.212
C8 0.74 0.06 -1.89  0.079
C9 0.71 -0.33 -3.19  -0.005
N2 0.76 -1.71 -3.16  0.002
C10 0.55 -2.58 -4.29  -0.002
N3 -0.74 -2.35 -4.91  0.000
N4 -0.81 -2.17 -6.24  0.000
N5 -2.03 -1.96 -6.58  0.000
C11 -2.81 -2.01 -5.44  0.000
C12 -4.19 -1.83 -5.27  0.000
C13 -4.67 -1.91 -3.98  0.000
C14 -3.82 -2.15 -2.88  0.004
C15 -2.46 -2.32 -3.03  -0.019
C16 -1.98 -2.25 -4.35  0.004
H11 1.07 -3.62 -0.39  -0.016
H12 1.74 -4.03 -1.98  0.004
H13 -0.02 -4.07 -1.69  -0.002
H14 0.71 1.05 -1.48  -0.004
H15 0.62 0.22 -4.11  0.000
H16 0.62 -3.61 -3.93  0.000
H17 1.30 -2.42 -5.06  0.000
H18 -4.83 -1.64 -6.11  0.000
H19 -5.73 -1.77 -3.81  0.000
H20 -4.23 -2.18 -1.88  0.001
H21 -1.83 -2.49 -2.17  0.011
C17 1.93 3.45 -0.20  -0.002
Si1 0.91 3.34 1.39  0.001
C18 2.14 3.45 2.81  0.001
C19 -0.13 4.93 1.42  -0.005
Ge1 -0.31 1.32 1.47  0.070
Si2 -2.22 1.74 0.12  -0.008
C20 -3.10 0.13 -0.26  -0.011
C21 -3.50 2.91 0.88  -0.005
C22 -1.82 2.53 -1.56  0.001
Si3 -1.30 1.30 3.64  0.011
C23 -2.79 0.16 3.69  0.002
C24 -1.88 3.01 4.21  -0.004
C25 -0.10 0.70 4.96  -0.015
H22 2.50 4.39 -0.26  0.000
H23 1.28 3.40 -1.08  0.000
H24 2.63 2.62 -0.26  0.003
H25 2.94 4.16 2.60  0.000
H26 2.58 2.46 2.99  0.001
H27 1.64 3.75 3.73  0.000
H28 0.51 5.82 1.41  0.000
H29 -0.74 4.96 2.32  0.000
H30 -0.80 4.98 0.56  0.000
H31 -3.43 -0.36 0.66  -0.003
H32 -2.40 -0.56 -0.74  0.022
H33 -3.95 0.28 -0.92  0.000
H34 -3.88 2.52 1.83  0.000
H35 -4.35 3.04 0.21  0.000
H36 -3.07 3.89 1.08  0.000
H37 -1.26 1.84 -2.21  0.000
H38 -1.24 3.44 -1.46  0.000
H39 -2.75 2.78 -2.08  0.000
H40 -3.58 0.49 3.01  0.000
H41 -3.20 0.08 4.70  -0.001
H42 -2.49 -0.85 3.37  -0.002
H43 -2.51 3.49 3.46  0.000
H44 -1.03 3.67 4.40  0.000
H45 -2.46 2.93 5.14  0.000
H46 0.24 -0.31 4.72  0.013
H47 -0.58 0.68 5.94  0.000
H48 0.78 1.34 5.01  -0.001

CH6NPS | wB97M-V/def2-TZVPD

energy above the lowest of the compared OMol25 structures with the same formula, charge and spin	2.165	eV
total charge	0
energy	-22746.6140	eV
strongest force on any atom	3.1	eV Å⁻¹
orbital gap	9.446	eV
E_HOMO	-9.22	eV

Last column: natural (NBO) charge in e.
CARTESIAN COORDINATES (ANGSTROEM)
C1 -1.30 0.26 -0.17  -1.026
N1 1.10 1.19 -0.92  -1.239
P1 0.46 -0.05 -0.25  1.394
S1 1.37 -0.35 1.63  -0.295
H1 -2.02 -0.56 0.07  0.255
H2 -1.39 0.82 0.73  0.252
H3 -1.75 0.81 -1.06  0.279
H4 2.01 1.39 -0.65  0.372
H5 0.46 -1.87 -0.73  -0.147
H6 1.07 -1.63 1.35  0.156